[1]
3 unconnected molecules or ions with the total composition C4H10N2O2 at a distorted geometry. Source: OMol25; level of theory: ωB97M-V/def2-TZVPD.

Calculated values
* frontier orbital gap: 0.14932 hartree
* LUMO level: -0.1686 Eh
* energy above the lowest of the compared OMol25 structures with the same formula, charge and spin: 191.37 kcal/mol
* DFT total energy: -11378.604 eV
* spin multiplicity: 1
* net charge: 0

Geometry (Å):
C (0.60345, 1.57817, -0.75260)
C (-0.45500, 0.44800, -0.87222)
C (-1.06754, 0.11876, 0.54797)
N (-1.67048, 1.24858, 1.24774)
N (0.62570, 2.37343, 0.15100)
C (0.85420, -2.50237, -0.58077)
O (0.73792, -1.93004, -1.70608)
O (0.06763, -2.42490, 0.36305)
H (1.19294, 1.56179, -1.67202)
H (2.03625, -0.10454, 1.20250)
H (-0.10010, -0.44350, -1.43224)
H (-1.32005, 0.89808, -1.39423)
H (-1.82490, -0.65387, 0.42800)
H (-0.29200, -0.29201, 1.19469)
H (-1.09924, 2.09829, 1.08464)
H (-2.64615, 1.41534, 1.03045)
H (1.78923, -3.08910, -0.52873)
H (2.56814, -0.30010, 1.68885)

Forces on atoms 1 to 2 (eV/Å):
0.063 0.539 0.476
-3.113 -0.662 1.367

[2]
2 unconnected molecules or ions with the total composition C4H10N2O2 at a distorted geometry. Source: OMol25; level of theory: ωB97M-V/def2-TZVPD.

Calculated values
* frontier orbital gap: 0.38646 hartree
* LUMO level: 0.0261 Eh
* energy above the lowest of the compared OMol25 structures with the same formula, charge and spin: 74.39 kcal/mol
* DFT total energy: -11383.677 eV
* spin multiplicity: 1
* SMILES string: [H]/N=C\N.CCC(=O)O
* net charge: 0

Geometry (Å):
H (1.09107, 2.64884, 1.47912)
N (0.83437, 1.66280, 1.34189)
C (0.74601, 1.40938, 0.09259)
N (1.29790, 2.04822, -0.95684)
H (0.05948, 0.38524, -0.17063)
H (0.94761, 2.97248, -1.18468)
H (1.57898, 1.43809, -1.71951)
C (-1.78853, -1.14593, -0.76209)
C (-0.91768, -1.24721, 0.47212)
C (0.71464, -1.14433, 0.16214)
O (1.16163, -1.68088, -0.83557)
O (1.40506, -0.99260, 1.31634)
H (-1.45044, -1.85359, -1.52365)
H (-1.72206, -0.14666, -1.20201)
H (-2.83980, -1.31104, -0.51030)
H (-0.96916, -2.25153, 0.89867)
H (-1.23254, -0.58384, 1.28216)
H (1.08347, -0.20743, 1.82023)

Forces on atoms 1 to 2 (eV/Å):
0.800 -0.488 0.226
-1.414 0.978 -0.914

[3]
A gas-phase ion, C4H10N2O2 (charge +1) at a distorted geometry. Source: OMol25; level of theory: ωB97M-V/def2-TZVPD.

Calculated values
* frontier orbital gap (alpha / beta): 0.20178 / 0.20101 hartree
* LUMO level (alpha / beta): -0.3298 / -0.3309 Eh
* energy above the lowest of the compared OMol25 structures with the same formula, charge and spin: 164.10 kcal/mol
* DFT total energy: -11370.996 eV
* expectation value of S²: 0.76
* spin multiplicity: 2
* net charge: +1

Geometry (Å):
O (-0.37090, -1.69863, -0.10952)
C (-0.09815, -0.80836, 0.77101)
N (-0.70441, 0.53326, 0.76451)
C (-2.01992, 0.62004, 0.11117)
N (-1.97645, 0.25139, -1.29004)
C (1.52250, -0.61071, 0.72485)
C (1.99542, 0.16811, -0.51541)
O (1.45924, 1.42196, -0.65392)
H (-0.02763, 1.22288, 0.34494)
H (-2.40854, 1.62786, 0.25348)
H (-2.65603, -0.01628, 0.73737)
H (-1.50272, 0.96161, -1.85306)
H (-1.39707, -0.58961, -1.35693)
H (1.84649, -0.06698, 1.60914)
H (1.75725, -1.66106, 0.60508)
H (1.78219, -0.34454, -1.47246)
H (3.09221, 0.17531, -0.50147)
H (-0.29348, -1.18626, 1.83126)

Forces on atoms 1 to 2 (eV/Å):
-0.788 0.766 1.286
-0.485 1.313 -1.126